Entry 1:
Below is C40H36F12N6O7S2Sc as an isolated structure, with properties calculated with the ωB97M-V functional and the def2-TZVPD basis.

Values from the calculation:
Net charge = -1
ΔE to the lowest compared entry with this formula, charge and spin = 0.00 kJ/mol
Kohn-Sham gap = 5.73 eV
Strongest force on any atom = 0.86 eV Å⁻¹
Multiplicity = 1
Lowest unoccupied orbital energy = 1.9 eV

Each line ends with the Löwdin charge.
Geometry (Å):
Sc 0.02452 -0.45923 -0.54315  1.068
C -1.74919 -6.36372 3.40031  -0.071
C -1.73200 -5.06378 2.64085  -0.291
C -2.73230 -4.10723 2.78029  -0.055
C -2.68542 -2.92144 2.07981  -0.026
C -1.63315 -2.58454 1.19457  -0.199
N -1.61591 -1.38433 0.53320  -0.017
C -2.35257 -0.29753 1.01996  -0.242
C -2.42460 -0.01567 2.39461  -0.035
C -3.03122 1.11733 2.88798  -0.042
C -3.61646 2.04379 2.03080  -0.271
C -4.21825 3.32076 2.54789  -0.049
C -3.54663 1.78626 0.67174  0.017
C -2.92067 0.65565 0.14311  -0.052
C -2.76418 0.45662 -1.37184  -0.313
O -1.48891 0.08390 -1.69901  -0.196
C -2.99677 1.76486 -2.19391  -0.540
F -2.16202 2.72792 -1.79366  0.164
F -2.75092 1.55172 -3.49904  0.141
F -4.24150 2.28623 -2.15480  0.129
C -3.77987 -0.61124 -1.87727  -0.529
F -5.05098 -0.16069 -1.83827  0.144
F -3.54231 -0.96984 -3.15766  0.130
F -3.75839 -1.73049 -1.16176  0.176
C -0.66112 -3.60933 0.98117  -0.051
C -0.74083 -4.79156 1.71133  -0.007
C 0.36817 -3.48227 -0.15348  -0.331
O 0.87077 -2.23770 -0.33156  -0.179
C -0.33078 -3.94121 -1.47191  -0.516
F -1.15298 -4.98689 -1.32482  0.167
F -1.05532 -2.92741 -1.97020  0.137
F 0.55034 -4.28968 -2.44069  0.136
C 1.61904 -4.38450 0.06059  -0.550
F 2.11458 -4.23872 1.29792  0.152
F 1.39922 -5.70565 -0.12504  0.130
F 2.60591 -4.05672 -0.77970  0.150
H -2.52167 -6.35551 4.17162  0.065
H -0.79471 -6.56250 3.89478  0.071
H -1.95459 -7.21329 2.74170  0.072
H -3.56916 -4.29118 3.44785  0.104
H -3.49527 -2.21511 2.20308  0.108
H -1.94595 -0.69960 3.08283  0.120
H -3.01642 1.30319 3.95663  0.113
H -4.62960 3.18744 3.55023  0.073
H -5.02300 3.67075 1.89715  0.073
H -3.46295 4.10896 2.60282  0.068
H -3.98818 2.51298 0.00541  0.112
H 0.00598 -5.55987 1.55767  0.112
O 0.46318 0.01359 1.69752  -0.143
C 1.67688 -0.29516 2.32407  -0.157
C 2.84271 -0.23871 1.36911  -0.245
C 4.15354 -0.30540 1.83671  -0.018
C 5.18877 -0.29533 0.92277  -0.071
C 4.88857 -0.21928 -0.43170  -0.060
C 3.55868 -0.15120 -0.80310  -0.103
N 2.55789 -0.14974 0.07701  0.094
H 0.23348 0.99320 1.80005  0.044
H 1.61094 -1.31005 2.72610  0.140
H 1.85646 0.37910 3.16754  0.134
H 4.34292 -0.36493 2.90191  0.119
H 6.21813 -0.34896 1.25740  0.103
H 5.66669 -0.21784 -1.18397  0.099
H 3.26790 -0.10646 -1.84744  0.105
N 5.58432 5.34917 3.80421  0.079
C 4.26661 4.96712 3.50414  -0.328
C 3.18633 5.68210 4.02276  -0.036
C 1.88794 5.27988 3.76636  -0.057
C 1.63869 4.15143 2.99905  -0.280
C 2.70972 3.44120 2.47917  -0.061
C 4.01294 3.83925 2.72782  -0.028
S -0.05849 3.64460 2.73060  0.547
O -0.76460 4.85648 2.36984  -0.346
O -0.47916 2.96566 3.92727  -0.304
N -0.02402 2.57349 1.55490  -0.149
C 0.35204 2.91086 0.29379  -0.673
S 0.56344 4.53501 -0.30770  1.063
C 1.18238 3.89830 -1.78574  -0.403
C 1.13398 2.55144 -1.76058  -0.252
N 0.64554 1.98204 -0.60818  -0.001
H 5.68434 6.33365 3.99676  0.079
H 6.25367 5.05480 3.10993  0.079
H 3.36866 6.56153 4.63179  0.107
H 1.05623 5.85146 4.16143  0.118
H 2.52997 2.58434 1.84858  0.097
H 4.83661 3.27145 2.30678  0.107
H 1.50214 4.53070 -2.59811  0.056
H 1.42526 1.90952 -2.57472  0.086
O 0.05445 0.89294 -4.13764  0.133
C 0.56857 -0.28754 -3.89395  -0.461
O 0.96876 -0.63880 -2.80170  0.045
C 0.63890 -1.20836 -5.11808  -0.206
N 0.13602 -0.47896 -6.29967  -0.032
C -1.07221 -1.16046 -6.81307  -0.186
C -1.58294 -1.92820 -5.60278  -0.148
C -0.28755 -2.41938 -4.96128  -0.106
H 1.68151 -1.50527 -5.22557  0.158
H 0.84500 -0.35091 -7.00338  0.117
H -0.14232 0.87435 -5.10517  0.113
H -0.81984 -1.85081 -7.62553  0.111
H -1.78662 -0.42970 -7.19190  0.111
H -2.26219 -2.73559 -5.87138  0.118
H -2.11092 -1.25930 -4.91865  0.104
H 0.12390 -3.26102 -5.52196  0.124
H -0.39560 -2.72122 -3.92254  0.089

Forces on atoms 1 to 2 (eV/Å):
0.4486 0.1291 0.7207
-0.0318 -0.0682 0.0200

Entry 2:
Below is C36H24BF2N10SZn as an isolated structure, with properties calculated with the ωB97M-V functional and the def2-TZVPD basis.

Values from the calculation:
Net charge = -1
Kohn-Sham gap = 5.09 eV
Strongest force on any atom = 0.60 eV Å⁻¹
Multiplicity = 1
Lowest unoccupied orbital energy = 2.1 eV

Each line ends with the Löwdin charge.
Geometry (Å):
Zn 0.66749 0.21142 0.04958  0.569
C -3.41697 4.43698 3.08608  -0.092
C -4.32744 4.04677 2.10285  -0.095
C -3.90524 3.32967 0.99037  -0.022
C -2.55664 3.04278 0.87111  -0.099
C -1.84700 2.25161 -0.15234  -0.234
N -2.39786 1.49476 -0.99837  0.213
C -1.77820 0.53434 -1.77824  -0.302
C -2.36308 -0.09200 -2.88905  -0.134
C -3.58095 0.09263 -3.58506  -0.045
C -3.84579 -0.71051 -4.66190  -0.121
C -2.91998 -1.70612 -5.09276  -0.122
C -1.73409 -1.89851 -4.43488  -0.049
C -1.44604 -1.09244 -3.31259  -0.156
C -0.35186 -1.04634 -2.42193  -0.301
N 0.71904 -1.93468 -2.50534  0.162
C 1.75663 -1.87401 -1.74166  -0.329
N 1.95711 -1.04978 -0.66893  0.042
C 3.23652 -1.19760 -0.17493  -0.306
N 3.80714 -0.52193 0.75179  0.179
C 3.22355 0.55600 1.40545  -0.267
N 2.00551 1.12900 1.19405  0.057
C 1.83401 2.15423 2.08790  -0.300
N 0.68004 2.87533 2.26673  0.213
C -0.31199 2.94391 1.48681  -0.240
N -0.43182 2.45125 0.11741  0.146
C -1.64654 3.44369 1.84425  -0.097
C -2.06857 4.12715 2.97293  -0.013
C 2.97898 2.25663 2.89799  -0.126
C 3.33229 3.09145 3.98083  -0.041
C 4.55530 2.91015 4.57047  -0.119
C 5.46204 1.91425 4.10933  -0.121
C 5.13160 1.08904 3.06598  -0.041
C 3.87315 1.25042 2.45440  -0.130
C 3.88786 -2.28601 -0.94598  -0.099
C 5.14649 -2.85204 -0.85907  -0.021
C 5.47336 -3.85471 -1.76502  -0.096
C 4.56034 -4.27198 -2.73519  -0.098
C 3.29685 -3.69735 -2.81863  -0.025
C 2.97610 -2.70629 -1.90895  -0.102
N -0.57808 -0.05886 -1.50341  0.065
H -3.76863 4.98205 3.95345  0.095
H -5.37482 4.30065 2.21117  0.093
H -4.60109 2.99635 0.23064  0.110
H -4.28100 0.85615 -3.26687  0.099
H -4.77534 -0.58868 -5.20650  0.084
H -3.16201 -2.31025 -5.95953  0.083
H -1.02133 -2.64794 -4.75926  0.101
H -1.35428 4.40038 3.73914  0.113
H 2.64400 3.85029 4.33337  0.099
H 4.84339 3.53283 5.41004  0.084
H 6.42424 1.81050 4.59766  0.083
H 5.81231 0.32478 2.70995  0.100
H 5.84511 -2.51775 -0.10197  0.110
H 6.45203 -4.31754 -1.72323  0.093
H 4.84573 -5.04805 -3.43507  0.092
H 2.57729 -4.00626 -3.56695  0.108
F 0.16422 2.79977 -2.18226  0.259
B 0.44758 2.94536 -0.89321  -0.769
F 1.55243 3.60601 -0.57274  0.262
C -3.96817 -1.18639 1.88725  -0.055
N -3.07005 -1.92981 1.04326  -0.153
C -3.56509 -2.88473 0.05923  -0.099
C -2.28110 -3.37113 -0.63613  -0.101
N -1.24336 -2.68317 0.12356  0.051
C -1.73274 -1.79651 0.99449  -0.769
S -0.81981 -0.69606 1.90120  0.722
H -4.55168 -1.86608 2.51371  0.087
H -4.65251 -0.58670 1.28152  0.093
H -3.38544 -0.52334 2.52121  0.049
H -4.24207 -2.38567 -0.63739  0.124
H -4.11150 -3.69399 0.54984  0.117
H -2.24172 -3.08462 -1.68590  0.108
H -2.15845 -4.45100 -0.56239  0.115
H -0.29941 -2.61182 -0.22332  0.108

Forces on atoms 1 to 2 (eV/Å):
-0.4017 -0.2106 0.3891
0.0241 -0.0089 0.0056

Look up the strongest force on any atom of the second one. 0.60 eV Å⁻¹

What is the formula in the second record? C36H24BF2N10SZn

Which formula does entry 2 have? C36H24BF2N10SZn